[1]
Here is 13 unconnected molecules or ions with the total composition C30H58BCl2F5N13O28 from OMol25. Energies are from the ωB97M-V functional and the def2-TZVPD basis.

Output
Relative energy (zero: lowest compared OMol25 entry of this formula, charge and spin) in kcal per mole: 0.0
Frontier orbital gap in Ha: 0.3146
Total energy in eV: -148022.8988
Net charge: +1
E_LUMO in eV: -2.87

Each line ends with the Löwdin charge.
Atoms and positions in Å:
C (1.36354, 4.72790, -2.78250)  -0.040
C (1.59179, 1.12153, 2.49861)  -0.059
O (-8.28545, 1.88055, 1.08308)  0.055
C (-2.78419, -10.15956, -1.91736)  0.021
H (-8.58585, -4.20580, 1.21942)  0.091
H (4.39691, 9.74155, -3.85219)  0.094
O (2.13897, 1.47341, 5.60539)  0.019
F (0.08730, -1.62504, -0.72806)  0.165
C (-1.98502, 4.22457, 2.08517)  -0.111
H (-0.28675, 0.38733, 3.01654)  0.082
H (-0.42924, 3.55602, -2.79222)  0.081
N (-1.94598, -6.74775, -0.99261)  -0.436
H (4.87432, 8.93677, -5.38220)  0.101
H (-2.80196, 4.76066, 2.56219)  0.090
H (8.82254, -4.88734, -6.51689)  0.096
O (1.32779, 0.35741, 0.18597)  0.021
H (-7.93382, -0.48223, 1.14952)  0.062
H (-8.50121, -0.52965, 2.85005)  0.101
B (3.62663, 0.52796, 1.08828)  -0.405
Cl (-2.15940, 3.69522, -0.57914)  0.752
O (-1.09917, -7.58674, -1.20274)  0.078
H (-2.24068, -10.29139, -0.98762)  0.097
H (-1.37417, 4.96556, 1.57158)  0.072
C (-8.61480, -4.51649, 2.25955)  0.025
H (-8.06272, -5.43493, 2.42067)  0.096
Cl (-2.76692, 1.34506, 2.95139)  0.752
O (-2.74662, 2.96872, -4.46197)  0.058
H (-3.00653, 0.58675, -2.66503)  0.083
O (0.61202, 7.81430, -3.19572)  0.050
C (4.86921, 2.08944, 2.71536)  -0.083
H (5.41903, 0.05370, 2.25093)  0.110
H (9.97854, -5.87994, -5.56851)  0.104
O (3.99845, 2.54966, 5.60801)  0.089
H (3.84573, -0.41877, 6.04775)  0.102
O (-5.92799, -3.06351, 2.15793)  0.066
H (0.85345, 5.63295, -3.08661)  0.080
O (4.18429, 7.60710, -2.78517)  0.040
H (-8.25664, -3.72083, 2.90210)  0.083
C (-3.05602, 0.79232, -3.73045)  0.051
C (-0.04091, 0.56132, 0.15820)  -0.346
C (8.94108, -5.58895, -5.70064)  0.055
O (8.11653, -3.77195, -4.51015)  0.060
O (-10.79319, -3.81235, 2.47965)  0.059
H (3.18628, 1.44553, -1.81846)  0.112
N (0.08344, 1.23647, 2.58096)  0.102
O (-4.40074, -11.70971, -2.51999)  0.068
H (2.01948, 1.92266, 3.09687)  0.123
C (0.63828, 3.55631, -2.60866)  -0.033
C (-0.54269, 1.53849, 1.26218)  -0.144
H (-9.66177, -0.76446, 1.51807)  0.105
N (8.50911, -4.91877, -4.44406)  -0.438
C (2.12599, 1.13937, 1.07736)  -0.153
C (3.38752, 3.55345, -2.21264)  -0.048
H (4.00650, 2.67988, 3.02267)  0.056
C (-0.24084, 8.94244, -5.01924)  0.055
H (-0.91969, -5.56942, 0.38218)  0.102
H (-3.61172, 3.17120, 1.16465)  0.096
C (-2.52627, 3.19632, 1.07529)  -0.757
N (-8.99641, 1.20299, 1.79902)  -0.456
H (-0.14263, 2.51763, 0.98489)  0.162
H (-4.22916, -2.19800, -0.16035)  0.093
C (-0.67841, -0.89078, 0.10807)  -0.313
N (3.32053, 1.59502, 5.89991)  -0.422
N (-5.86183, -2.83311, 0.96801)  -0.428
O (-3.14300, -6.90493, -1.11970)  0.072
C (2.67429, 2.36988, -2.06042)  -0.020
H (-0.81425, -5.02545, -1.31487)  0.109
C (-2.08679, 1.74135, 1.33447)  -0.582
H (3.99700, 0.17031, 3.25674)  0.089
H (-1.37967, 3.76539, 2.86967)  0.053
O (-4.56906, 2.50336, -3.40837)  0.065
O (-6.75756, -2.36220, 0.30173)  0.065
H (-3.66527, -9.54638, -1.77961)  0.081
O (0.72847, -1.29866, 6.63720)  0.107
H (-3.87934, -3.52526, 0.99065)  0.085
H (-1.11637, 8.30117, -5.05076)  0.104
O (1.86662, 7.97295, -4.93835)  0.068
C (-4.58458, -3.13068, 0.26812)  0.050
N (-0.05019, -0.62578, 6.01647)  -0.419
N (4.99215, 7.73969, -3.68164)  -0.440
O (8.03124, -1.80682, -0.50535)  0.105
O (-2.33578, -12.32157, -2.58003)  0.062
H (3.28719, 5.65702, -2.67278)  0.076
O (-9.88499, 1.62567, 2.50348)  0.073
H (4.37010, -0.93979, 0.05252)  0.089
C (4.49531, 0.62151, 2.39074)  -0.126
N (-3.49489, 2.20818, -3.88315)  -0.454
H (3.39227, 0.36460, 7.58312)  0.105
O (-0.43876, 1.16662, -1.03908)  0.023
H (4.46050, 3.55863, -2.06643)  0.113
C (-1.17706, -0.00756, 6.76524)  0.073
H (-2.13034, -9.74908, -2.67900)  0.094
H (-0.44034, 9.82805, -4.42385)  0.102
C (-1.46977, -5.41417, -0.54096)  0.041
H (7.37077, -3.89319, -1.88119)  0.083
H (-0.74033, 0.62807, 7.52969)  0.110
H (5.65332, -3.36943, -1.90779)  0.099
O (0.57282, 0.17818, -2.80165)  0.211
H (1.85145, 0.19688, 3.00785)  0.117
N (-10.04210, -4.75735, 2.60718)  -0.454
H (6.91170, -2.41112, -2.75517)  0.093
O (8.57751, -5.56741, -3.42144)  0.067
N (-3.21352, -11.50958, -2.37745)  -0.456
O (0.02953, -0.41819, 4.81381)  0.008
F (-1.93036, -0.84881, -0.41257)  0.132
O (-10.35721, -5.86044, 2.99279)  0.079
C (-8.74776, -0.26492, 1.82597)  0.041
C (3.94524, 0.47594, 6.65532)  0.065
N (6.92443, -2.24843, -0.67706)  -0.421
H (2.21999, 2.17745, 0.72241)  0.164
F (-1.65782, -1.29495, 2.25585)  0.137
O (4.07674, -0.02255, -0.07259)  0.165
C (0.51038, 1.13181, -2.10604)  -0.354
H (5.35071, 2.55679, 1.85543)  0.088
H (4.98320, 0.72816, 6.83458)  0.102
H (-1.78223, 0.56046, 6.06924)  0.083
H (8.31418, -6.46583, -5.82911)  0.103
H (-0.13113, 1.99258, 3.22883)  0.152
H (-4.80219, -3.85451, -0.51294)  0.108
C (2.73782, 4.72972, -2.56436)  -0.042
C (1.29268, 2.38260, -2.24684)  -0.143
C (6.68885, -3.04997, -1.90931)  0.051
H (-2.59360, 1.09988, 0.62106)  0.099
C (-0.71483, -1.72901, 1.40775)  -0.507
H (-3.80549, 0.16895, -4.20860)  0.103
C (5.10251, 9.07342, -4.32984)  0.046
H (0.10389, 9.19702, -6.01381)  0.096
O (5.99279, -2.08117, 0.09984)  0.024
H (5.56931, 2.10129, 3.54933)  0.074
F (-0.98054, -3.00617, 1.10961)  0.173
O (5.71367, 6.86135, -4.10050)  0.072
H (6.12644, 9.41051, -4.20109)  0.101
H (-2.08569, 0.68208, -4.20049)  0.093
H (-2.31624, -4.75992, -0.38043)  0.061
H (-1.74211, -0.81629, 7.21881)  0.110
F (0.47970, -1.66994, 2.02395)  0.188
N (0.83848, 8.18193, -4.33114)  -0.435

Force components x, y, z for each atom (eV/Å):
-0.016 -0.272 0.044
0.236 -0.370 0.141
0.053 0.033 -0.013
-0.128 0.024 -0.002
-0.013 0.080 0.018
-0.011 -0.022 0.016
-0.051 -0.045 -0.003
-0.258 0.190 0.071
0.220 0.055 -0.302
-0.155 0.085 0.113
0.008 -0.052 0.002
-0.121 0.120 -0.001
0.041 -0.022 -0.011
0.007 -0.078 0.074
-0.009 0.020 0.017
-0.103 -0.223 0.486
0.003 0.012 -0.024
-0.075 -0.009 0.021
0.094 -0.057 -0.113
-0.013 -0.028 -0.229
0.015 -0.017 0.003
0.071 -0.014 -0.035
0.048 -0.049 0.055
0.004 -0.156 0.034
-0.032 -0.017 0.015
-0.001 -0.159 -0.005
0.056 0.071 0.040
-0.041 -0.008 0.009
-0.031 0.111 -0.049
0.065 -0.368 -0.010
-0.046 -0.007 -0.046
-0.013 -0.052 0.031
-0.029 -0.058 0.105
-0.070 -0.016 0.023
0.106 -0.011 0.029
0.117 -0.086 0.098
0.082 0.178 0.108
-0.011 0.055 -0.035
0.107 -0.021 -0.079
-0.344 0.113 -0.239
0.007 0.081 -0.095
-0.004 -0.001 -0.148
-0.030 0.054 -0.006
-0.062 0.009 0.019
0.333 0.017 -0.222
-0.042 -0.002 -0.003
-0.039 0.054 -0.132
0.028 0.153 -0.015
-0.278 0.206 -0.069
-0.043 0.013 0.080
0.037 -0.012 0.003
0.478 0.601 0.160
-0.044 -0.029 0.058
0.036 0.118 -0.127
0.032 0.038 -0.112
0.087 -0.021 -0.047
0.030 0.022 -0.213
-0.384 -0.008 0.703
0.026 -0.034 0.033
0.170 -0.176 -0.229
-0.059 -0.010 -0.083
0.573 -0.208 -0.321
-0.030 0.090 -0.035
0.039 0.084 0.102
-0.043 -0.010 0.003
-0.019 0.004 -0.164
0.066 -0.032 0.034
0.118 0.341 -0.081
-0.026 0.047 0.023
-0.071 0.031 0.044
-0.003 -0.002 0.020
0.006 -0.061 -0.125
-0.016 -0.012 -0.008
0.059 -0.023 0.043
-0.075 -0.008 0.070
-0.016 0.012 0.055
0.053 0.003 -0.043
0.132 -0.071 -0.003
0.069 0.013 -0.005
-0.084 -0.036 -0.049
0.047 0.004 0.008
0.038 -0.027 -0.006
0.018 -0.164 -0.004
-0.031 0.018 0.015
0.908 0.285 -0.228
0.220 -0.102 0.061
0.027 -0.047 0.050
-0.044 -0.042 -0.024
-0.060 0.110 0.164
-0.012 -0.026 -0.005
-0.066 0.068 -0.072
0.066 -0.032 0.026
-0.037 -0.030 0.041
0.142 0.088 0.056
0.081 0.040 -0.070
0.013 -0.041 0.033
0.004 0.005 0.013
-0.095 -0.200 -0.057
-0.216 -0.032 -0.009
0.021 0.012 -0.025
0.113 -0.022 -0.020
-0.028 -0.038 0.042
0.006 0.022 0.012
-0.106 -0.007 -0.094
0.106 -0.016 0.376
-0.012 -0.030 0.012
0.022 -0.022 -0.063
0.111 0.034 0.047
0.035 0.041 0.003
-0.293 -0.044 -0.142
0.266 -0.018 -0.122
-1.112 -0.288 0.301
0.351 -0.012 -0.237
-0.046 0.098 0.062
-0.005 0.031 -0.012
0.013 -0.009 -0.022
0.033 -0.036 0.040
-0.235 -0.090 0.081
-0.026 0.047 -0.040
-0.186 0.110 -0.035
-0.025 0.206 0.106
-0.235 0.022 0.187
0.055 -0.056 0.010
0.035 -0.277 -0.088
-0.039 0.001 0.052
-0.064 0.084 0.037
0.023 -0.014 0.003
-0.144 -0.099 0.042
0.032 0.135 -0.064
0.047 0.379 0.226
0.047 -0.035 -0.020
0.022 -0.032 -0.049
0.001 0.015 -0.001
-0.101 -0.118 -0.076
0.037 -0.006 0.051
-0.466 -0.032 -0.088
-0.033 0.027 0.044

=====

[2]
Here is a molecular structure, C40H61N3O3Pb from OMol25. Energies are from the ωB97M-V functional and the def2-TZVPD basis.

Output
Frontier orbital gap (spin up / spin down) in Ha: 0.2288 / 0.2274
Total energy in eV: -58318.3931
Net charge: +2
E_LUMO (spin up / spin down) in eV: -7.09 / -7.07

Each line ends with the natural charge from an NBO analysis.
Atoms and positions in Å:
H (2.64126, 2.18628, 5.94751)  0.216
C (5.58835, 3.78968, 3.33576)  -0.610
C (-4.65316, -4.04937, 0.33136)  -0.235
C (-2.55201, -0.22934, -3.08685)  0.127
H (2.49260, 0.80731, -1.25322)  0.201
C (-5.00584, 0.36350, -3.36342)  -0.607
H (6.54249, 4.30217, 3.24984)  0.235
C (-2.29214, 0.48122, -4.23407)  -0.278
C (-1.42990, -0.81096, -2.37419)  0.475
H (1.60929, -1.99197, 2.67828)  0.222
H (3.98783, 1.90089, -0.06556)  0.219
H (-4.78939, 1.42794, -3.32073)  0.217
C (1.66741, 2.52061, 5.59959)  -0.609
H (-0.51913, -4.59680, 0.19698)  0.213
O (-1.58018, -1.67645, -1.45891)  -0.742
H (-3.12118, 0.85629, -4.80625)  0.249
H (4.35778, 4.96392, 1.17132)  0.217
Pb (-0.97246, -1.20058, 0.82539)  1.635
H (0.90628, -2.15899, -2.15263)  0.228
C (-0.07932, -4.43519, 1.17790)  -0.419
C (0.16903, 2.63295, -5.85308)  -0.594
H (0.47138, 0.13685, 5.94441)  0.219
C (2.23022, -1.72394, -0.08114)  -0.236
H (-5.09523, -0.17124, -0.76746)  0.226
H (-5.65153, -2.86640, 3.32953)  0.240
H (7.30439, 2.69533, 1.59199)  0.233
C (-4.07078, -0.05213, -1.10856)  -0.594
H (1.96493, -3.73075, 2.73346)  0.209
H (-6.49989, -4.21218, 1.41988)  0.244
H (1.99119, -0.83507, -2.61332)  0.200
C (1.18554, -2.98313, 2.56397)  -0.431
H (0.99316, 2.49711, 6.45157)  0.230
H (2.08813, -0.15821, 5.30955)  0.221
H (0.40856, -3.10758, 3.31328)  0.222
C (-0.99616, 0.73899, -4.70472)  0.159
H (1.15725, 2.35708, -5.49660)  0.205
H (3.49946, 2.81789, 4.06256)  0.236
H (-2.69877, -3.63850, -0.45640)  0.213
N (-2.93898, -2.75652, 1.37186)  -0.577
H (0.28441, 3.12547, -6.81490)  0.233
C (5.23387, 3.15272, 1.99026)  -0.111
C (-0.09409, -0.43128, -2.77829)  -0.108
C (3.42909, 1.78937, 0.85124)  -0.146
C (1.11841, 1.60738, 4.49937)  -0.097
H (5.68715, 3.04005, 4.11717)  0.214
H (-3.59273, -2.56055, -2.23453)  0.211
H (3.07910, -1.84118, -0.76982)  0.211
H (-2.69602, 1.03363, -6.92673)  0.214
C (5.16312, 4.27230, 0.93459)  -0.592
C (-0.75086, 1.41254, -6.02661)  -0.111
H (-1.64247, -0.61460, 4.00520)  0.515
H (6.19328, 1.73103, 0.62514)  0.205
H (-5.30331, -2.12636, -2.34601)  0.218
H (-3.95871, -1.00253, 3.87000)  0.206
O (0.60035, 0.03722, 2.17041)  -0.730
C (-0.05626, 0.38403, -6.94576)  -0.590
C (-5.49503, -3.81831, 1.41142)  -0.122
H (-4.31918, -2.21415, -3.80771)  0.221
H (-0.76734, 1.42068, 3.41945)  0.203
H (-0.87390, -4.46552, 1.91854)  0.222
C (-2.03966, 1.87307, -6.70978)  -0.609
H (-3.78802, 0.99007, -0.97977)  0.215
H (1.73878, 3.55198, 5.26232)  0.219
N (0.59794, -3.13479, 1.23048)  -0.543
C (3.15076, 2.31575, 3.17937)  -0.193
C (1.64452, -3.10762, 0.19375)  -0.242
H (-1.79437, 2.35007, -7.65448)  0.234
C (-0.31202, 2.06518, 4.16633)  -0.603
C (1.70990, 0.61523, -0.50279)  -0.254
C (-3.38768, -3.50080, 0.36107)  0.053
C (-3.96686, -0.45204, -2.58974)  -0.119
C (1.06553, -1.08050, -2.07217)  -0.245
H (2.46911, -3.77138, 0.48233)  0.219
C (1.95702, 1.64079, 3.23673)  0.021
C (3.92968, 2.40036, 2.01814)  0.141
H (0.11316, 0.84170, -7.91665)  0.232
O (-1.97838, -1.12421, 3.25705)  -0.760
C (0.08978, 0.30590, -3.91606)  -0.147
H (-0.91815, 2.04846, 5.06877)  0.220
H (0.90126, 0.06273, -6.54585)  0.207
H (-0.27253, 3.33989, -5.15431)  0.215
H (-3.43587, -0.67599, -0.48318)  0.190
C (-5.02477, -3.06557, 2.47324)  -0.230
H (-0.68771, -0.49105, -7.08013)  0.217
H (-3.05943, -2.43053, 4.43357)  0.206
H (-5.98379, 0.20585, -2.91555)  0.229
H (-4.97667, -4.63099, -0.51639)  0.244
H (0.62302, -5.24784, 1.38644)  0.211
H (0.85287, 1.25021, -0.76396)  0.229
C (-4.31371, -1.94082, -2.75482)  -0.598
C (-3.20342, -1.74768, 3.58428)  -0.092
C (-3.73125, -2.54995, 2.42027)  0.197
C (2.25492, 1.08012, 0.82953)  -0.102
N (1.24779, -0.78292, -0.63723)  -0.502
C (1.08472, 0.16912, 5.04773)  -0.602
H (1.09342, 0.52977, -4.24387)  0.219
C (6.35506, 2.16659, 1.60693)  -0.591
H (0.67637, -0.50951, 4.30524)  0.207
H (5.00567, 3.88377, -0.06714)  0.205
C (1.52591, 0.89179, 2.06638)  0.494
H (6.41848, 1.36513, 2.33949)  0.215
H (4.84631, 4.52709, 3.63218)  0.215
H (2.61137, -1.29855, 0.84625)  0.222
H (-0.30474, 3.08369, 3.78516)  0.224
H (-5.06793, 0.04984, -4.40268)  0.217
H (1.20184, -3.50747, -0.71943)  0.215
H (6.09994, 4.82253, 0.93905)  0.233
H (-2.56756, 2.60090, -6.09742)  0.215

Force components x, y, z for each atom (eV/Å):
0.143 0.012 0.050
-0.100 -0.125 -0.166
0.051 0.040 0.071
-0.257 0.122 -0.092
-0.103 0.024 0.055
0.213 -0.078 0.064
0.083 0.032 -0.029
-0.011 -0.050 0.182
0.120 -0.110 -0.142
0.087 0.032 0.047
0.041 -0.016 -0.150
-0.001 0.163 -0.038
-0.057 -0.116 -0.229
0.003 0.012 -0.102
0.043 0.046 -0.448
-0.092 0.052 -0.010
-0.069 0.120 -0.026
0.036 0.331 0.014
0.088 0.081 -0.069
-0.217 -0.209 0.012
-0.182 -0.155 0.113
-0.056 -0.001 0.169
-0.065 -0.191 0.128
-0.150 0.000 0.028
-0.036 0.015 0.087
0.103 0.030 -0.020
0.143 -0.055 -0.100
-0.011 -0.083 -0.014
-0.068 -0.045 0.030
-0.046 -0.061 0.042
0.110 0.186 0.221
-0.077 -0.016 0.071
0.098 -0.101 0.072
-0.063 0.006 0.085
-0.284 0.018 0.047
0.133 -0.012 0.052
0.024 0.068 0.101
0.035 -0.051 -0.183
0.120 -0.123 0.278
0.050 0.058 -0.067
0.410 0.121 -0.145
0.218 0.069 -0.152
-0.428 -0.306 -0.268
-0.214 -0.154 0.181
0.013 -0.047 0.143
-0.014 -0.127 0.000
0.028 0.001 0.111
-0.129 -0.046 -0.034
-0.123 -0.144 0.161
0.197 0.084 -0.404
-0.043 -0.036 -0.031
0.004 -0.072 -0.137
-0.157 -0.054 0.036
0.157 -0.119 -0.028
0.271 0.476 -0.221
-0.157 0.115 0.143
0.183 0.108 0.040
-0.019 -0.055 -0.095
-0.097 0.019 -0.046
-0.019 0.004 0.058
0.156 -0.065 0.156
0.016 0.169 0.090
0.040 0.133 0.001
-0.047 0.069 -0.138
-0.208 0.007 0.032
0.189 0.275 -0.310
0.031 0.036 -0.078
0.166 -0.020 -0.023
-0.113 0.106 -0.103
-0.293 -0.204 -0.136
-0.218 -0.212 0.089
-0.019 -0.201 -0.121
-0.083 -0.055 -0.015
0.186 0.044 0.222
-0.137 0.090 0.283
0.047 0.011 -0.117
0.261 0.036 -0.142
0.148 -0.194 0.490
-0.079 0.020 0.120
0.136 -0.040 0.031
0.010 0.148 0.054
-0.093 0.018 0.011
0.143 0.049 -0.064
-0.035 -0.119 -0.069
-0.084 0.110 -0.078
-0.080 -0.033 0.025
-0.001 -0.065 -0.085
0.037 0.008 -0.029
0.112 0.017 -0.041
0.084 0.101 -0.006
-0.439 -0.179 0.427
-0.243 0.043 0.069
0.248 0.111 -0.194
0.104 0.017 0.086
0.002 0.126 -0.109
0.159 -0.013 -0.025
-0.189 0.084 0.116
-0.006 -0.121 0.100
-0.015 -0.032 -0.146
0.240 -0.103 0.190
0.071 -0.117 0.048
-0.076 0.087 0.101
0.099 -0.043 -0.018
-0.068 0.128 -0.034
-0.028 0.021 -0.124
0.055 -0.069 0.024
0.092 0.058 -0.024
-0.136 0.079 0.017